Entry 1:
Here is 3 unconnected molecules or ions with the total composition C23H50N3O4 at a distorted geometry from the Open Molecules 2025 dataset. Energies are from wB97M-V/def2-TZVPD.

Last column: Löwdin charge in e.
Element x y z (Å)
C  1.91120  -1.80722  1.69479  -0.09
O  1.24890  -2.06208  0.46296  -0.18
C  -0.09505  -2.45825  0.64594  -0.24
C  -1.00271  -1.45869  -0.16597  -0.14
C  -1.52721  -0.38946  0.82285  -0.15
C  -2.63854  -0.79690  1.81558  -0.08
N  -3.09010  -2.21888  1.82545  0.04
O  -4.48305  -2.29828  1.54422  0.07
H  2.98909  -1.88031  1.48786  0.10
H  1.73741  -0.77950  2.06696  0.09
H  1.66809  -2.53813  2.48090  0.09
H  -0.38884  -2.51524  1.71112  0.11
H  -0.20908  -3.45455  0.17767  0.13
H  -0.36236  -1.02715  -0.94181  0.11
H  -1.84715  -2.03129  -0.59583  0.11
H  -0.66854  -0.00549  1.39653  0.11
H  -1.89153  0.46587  0.23194  0.13
H  -2.31581  -0.53438  2.83604  0.12
H  -3.52490  -0.17132  1.64555  0.15
H  -2.59230  -2.86901  1.20512  0.17
H  -2.97341  -2.57748  2.77576  0.19
H  -4.84029  -2.95369  2.14991  0.13
C  -1.04233  2.70092  6.30799  -0.02
C  -0.06975  2.17206  5.22151  -0.47
C  1.40515  2.31716  5.64353  -0.14
C  1.99624  3.71097  5.47376  -0.17
C  1.72125  4.23578  4.06939  -0.13
C  0.22805  4.20620  3.72654  -0.49
N  -0.36712  2.85388  3.93297  -0.06
O  0.04246  2.08292  2.96089  -0.04
C  -0.48341  5.27614  4.58097  -0.04
C  0.02186  4.68529  2.28312  -0.04
C  -0.35331  0.66032  5.18110  -0.06
H  -1.50689  3.65130  6.06421  0.06
H  -1.88627  2.02204  6.44616  0.08
H  -0.54569  2.81173  7.27245  0.09
H  2.01411  1.62970  5.04595  0.12
H  1.52271  1.99514  6.68057  0.12
H  1.60032  4.38898  6.23447  0.11
H  3.07488  3.66782  5.63936  0.12
H  2.10136  5.25551  3.97963  0.13
H  2.28550  3.63780  3.34612  0.13
H  -1.56202  5.26197  4.41315  0.09
H  -0.12386  6.26962  4.31222  0.09
H  -0.29790  5.17726  5.64886  0.07
H  0.58366  4.09205  1.56176  0.08
H  0.36058  5.71545  2.17643  0.09
H  -1.03456  4.65176  2.00864  0.09
H  -1.36178  0.45480  4.81045  0.07
H  -0.27468  0.24287  6.18556  0.10
H  0.35967  0.11711  4.55799  0.07
C  -1.49598  -2.24843  -6.32565  -0.03
C  -0.07056  -1.79184  -6.73352  -0.48
C  0.83239  -2.98148  -7.11294  -0.14
C  1.43025  -3.74626  -5.93786  -0.18
C  2.09086  -2.78107  -4.95956  -0.13
C  1.12631  -1.68486  -4.49565  -0.49
N  0.50369  -0.96368  -5.63942  -0.07
O  1.41091  -0.17779  -6.15564  -0.01
C  0.06320  -2.33392  -3.58688  -0.06
C  1.86402  -0.71260  -3.56488  -0.04
C  -0.29787  -0.99859  -8.03158  -0.05
H  -1.69402  -2.19199  -5.25886  0.05
H  -2.25684  -1.60452  -6.76996  0.08
H  -1.69832  -3.27123  -6.64762  0.09
H  1.66610  -2.61346  -7.71979  0.12
H  0.27922  -3.67159  -7.75372  0.12
H  0.66242  -4.34884  -5.44324  0.11
H  2.17650  -4.45279  -6.30847  0.12
H  2.46669  -3.33567  -4.09566  0.12
H  2.96819  -2.33242  -5.43577  0.13
H  -0.68129  -1.59972  -3.27016  0.08
H  0.53048  -2.73772  -2.68548  0.08
H  -0.45332  -3.17492  -4.04641  0.07
H  2.73804  -0.26553  -4.03689  0.08
H  2.21792  -1.23648  -2.67508  0.08
H  1.20082  0.09225  -3.23785  0.09
H  -0.86364  -0.08419  -7.84620  0.09
H  -0.86376  -1.60575  -8.73990  0.09
H  0.63554  -0.72803  -8.52466  0.08

Output
HOMO level (spin up / spin down): -10.19 / -10.97 eV
expectation value of S²: 2.01
multiplicity: 3
charge: +1
strongest force on any atom: 2.966 eV/A
ΔE to the lowest compared entry with this formula, charge and spin: 0.994 eV

=====

Entry 2:
Here is 3 unconnected molecules or ions with the total composition C23H50N3O7PS from the Open Molecules 2025 dataset. Energies are from wB97M-V/def2-TZVPD.

Last column: Löwdin charge in e.
Element x y z (Å)
C  -0.41387  1.73604  -0.01119  -0.06
C  0.57432  1.34218  1.07010  -0.26
O  1.90921  1.63485  0.69423  -0.16
C  2.63188  0.58492  0.09673  -0.19
C  3.94459  0.34657  0.80741  -0.15
O  3.72614  0.07543  2.19442  -0.07
C  4.42018  0.84338  3.07515  -0.26
O  3.81780  2.18387  3.11935  -0.36
S  4.48621  3.29505  4.07297  0.90
O  5.82730  2.85568  4.38233  -0.40
O  4.59893  4.44382  2.90445  -0.55
P  4.91242  4.13339  1.32345  0.63
N  6.13151  3.29600  0.90895  -0.25
H  -0.43395  2.81921  -0.13386  0.08
H  -0.12752  1.30323  -0.97186  0.07
H  -1.41820  1.39472  0.24840  0.06
H  0.47493  0.27925  1.31354  0.12
H  0.38175  1.90207  1.98847  0.11
H  2.86311  0.83535  -0.94562  0.13
H  2.04052  -0.33712  0.08254  0.12
H  4.41178  -0.54008  0.36874  0.13
H  4.62725  1.18915  0.67558  0.10
H  4.32003  0.39335  4.06068  0.14
H  5.46847  0.97259  2.80126  0.12
H  3.68351  3.65019  0.86642  0.01
H  4.86725  5.47399  0.90380  0.01
H  6.78417  2.98750  1.61532  -0.01
C  2.71763  -4.03395  -4.83896  -0.03
C  2.55078  -3.06448  -3.65287  -0.47
C  1.37667  -3.47209  -2.74920  -0.13
C  -0.00040  -3.17930  -3.33698  -0.17
C  -0.10847  -1.72468  -3.78326  -0.13
C  0.99566  -1.32084  -4.76634  -0.49
N  2.31448  -1.65416  -4.12230  -0.11
O  2.71558  -0.76166  -3.29938  -0.04
C  0.81184  -2.02182  -6.11395  -0.03
C  0.96220  0.18266  -5.01777  -0.04
C  3.84320  -3.07467  -2.84108  -0.04
H  2.98513  -3.50505  -5.75143  0.08
H  3.52295  -4.73532  -4.62317  0.08
H  1.81864  -4.61864  -5.03282  0.08
H  1.47542  -2.93908  -1.79835  0.12
H  1.48148  -4.53777  -2.52826  0.13
H  -0.21917  -3.85442  -4.16898  0.10
H  -0.75769  -3.37981  -2.57672  0.11
H  -1.07555  -1.53297  -4.25574  0.12
H  -0.04372  -1.07334  -2.90598  0.12
H  1.64334  -1.79486  -6.78239  0.09
H  -0.10296  -1.64103  -6.57019  0.09
H  0.71348  -3.10016  -6.04021  0.06
H  1.01750  0.74611  -4.09066  0.07
H  0.02866  0.42844  -5.52688  0.09
H  1.79522  0.48585  -5.65293  0.09
H  4.67868  -2.70730  -3.43804  0.10
H  4.05109  -4.10430  -2.54465  0.09
H  3.76464  -2.46018  -1.94878  0.07
C  -5.36680  1.75559  1.25353  -0.02
C  -4.80435  0.36951  1.62434  -0.48
C  -5.81649  -0.45341  2.43622  -0.13
C  -5.97866  0.00224  3.88344  -0.17
C  -4.62786  0.08987  4.58700  -0.13
C  -3.63081  0.98750  3.84684  -0.49
N  -3.53981  0.48553  2.43156  -0.11
O  -2.73940  -0.50207  2.29061  -0.03
C  -4.05865  2.45499  3.91785  -0.03
C  -2.24437  0.87941  4.47226  -0.04
C  -4.46623  -0.37004  0.33259  -0.04
H  -4.60248  2.52723  1.32080  0.08
H  -5.72054  1.73917  0.22313  0.08
H  -6.20674  2.04995  1.88232  0.08
H  -5.49210  -1.49841  2.42855  0.12
H  -6.77489  -0.41327  1.91140  0.13
H  -6.50109  0.96157  3.93231  0.10
H  -6.61237  -0.71445  4.40919  0.11
H  -4.74299  0.47140  5.60498  0.12
H  -4.19639  -0.91257  4.66482  0.13
H  -3.39180  3.07965  3.32191  0.09
H  -3.98520  2.77753  4.95732  0.09
H  -5.07893  2.63353  3.59375  0.06
H  -1.90333  -0.15077  4.51825  0.08
H  -2.28726  1.28483  5.48457  0.09
H  -1.51731  1.45567  3.89821  0.08
H  -3.68765  0.15572  -0.22213  0.08
H  -5.36658  -0.40854  -0.28323  0.09
H  -4.12493  -1.38311  0.52412  0.08

Output
HOMO level (spin up / spin down): -8.09 / -9.07 eV
expectation value of S²: 2.01
multiplicity: 3
strongest force on any atom: 0.582 eV/A
ΔE to the lowest compared entry with this formula, charge and spin: 0.681 eV